{"formula": "CN3O3S", "method": "the ωB97M-V functional and the def2-TZVPD basis", "symbols": ["C", "N", "N", "N", "O", "O", "O", "S"], "coordinates": [[-2.539, -0.064, -0.067], [-3.316, -0.737, -0.585], [0.931, -0.614, 0.556], [1.975, -0.203, 0.019], [1.807, 0.946, -0.616], [3.024, -0.836, 0.081], [-1.732, 0.517, 0.658], [-0.149, 0.992, -0.046]], "forces_ev_per_a": [[-0.897, -1.505, -0.356], [-0.925, -0.289, -0.948], [-3.718, 1.483, 0.260], [-0.367, 0.978, -0.643], [1.004, -0.040, -0.067], [0.846, 0.289, -0.370], [1.163, 1.405, 1.802], [2.894, -2.321, 0.323]], "lowdin_charge": [-0.605, 0.094, -0.025, -0.657, -0.331, -0.057, -0.383, 0.963], "energy_ev": -22481.3639, "relative_energy_kj_mol": 164.6, "spin_multiplicity": 1, "orbital_gap_ev": 8.845, "charge": -1}

=====

{"formula": "C4H28NO13", "method": "the ωB97M-V functional and the def2-TZVPD basis", "symbols": ["C", "C", "C", "O", "N", "C", "O", "O", "H", "H", "H", "H", "H", "H", "H", "H", "H", "H", "O", "H", "H", "O", "H", "H", "O", "H", "H", "O", "H", "H", "O", "H", "H", "O", "H", "H", "O", "H", "H", "O", "H", "H", "O", "H", "H", "O"], "coordinates": [[2.643, -0.329, -0.190], [3.158, 0.803, -1.214], [2.099, 1.645, -1.881], [1.583, 1.013, -3.110], [1.220, -0.636, -0.399], [0.156, 0.335, -0.159], [-1.007, 0.005, -0.608], [0.213, 1.276, 0.665], [3.099, -0.166, 0.812], [3.119, -1.296, -0.499], [3.833, 0.373, -1.946], [3.705, 1.581, -0.657], [1.156, 1.906, -1.435], [2.515, 2.587, -2.409], [1.601, -0.034, -3.144], [1.041, -1.074, -1.264], [1.246, -1.785, 1.606], [0.831, -3.258, 1.831], [1.501, -2.797, 1.836], [1.007, 0.627, 3.637], [0.426, -0.653, 4.129], [1.059, -0.029, 4.167], [-2.501, -2.430, 2.883], [-1.298, -3.291, 2.421], [-2.138, -2.972, 2.166], [-1.545, 3.575, 0.491], [-0.417, 4.060, 1.346], [-0.821, 4.137, 0.509], [1.042, 2.067, 1.932], [1.736, 3.282, 1.436], [1.608, 2.786, 2.246], [-2.821, 1.018, -0.461], [-3.794, 0.054, 0.229], [-3.752, 0.989, -0.139], [-0.915, -3.167, -1.570], [-0.707, -1.683, -1.730], [-0.502, -2.496, -2.099], [-3.689, -1.568, -1.115], [-3.887, -0.120, -1.496], [-4.109, -1.040, -1.799], [-1.762, -0.268, 2.646], [-2.263, 0.294, 1.408], [-2.568, -0.157, 2.119], [1.193, -2.510, -3.055], [0.649, -1.166, -3.551], [1.498, -1.620, -3.329]], "forces_ev_per_a": [[0.963, -0.283, -2.309], [-0.341, 0.620, 2.060], [-0.367, 0.049, -4.171], [0.050, -2.703, -0.581], [-0.690, 2.704, 2.423], [-2.340, -1.350, 1.493], [1.395, -0.517, -1.075], [1.433, -0.528, -0.133], [-1.418, 0.178, -0.276], [-0.151, 0.795, 0.165], [-0.064, 0.065, -0.242], [0.355, -0.554, 0.170], [0.408, 0.341, 1.357], [-0.167, -1.140, 1.594], [0.853, 3.711, 0.989], [0.227, -0.748, -0.779], [0.652, -3.709, 0.403], [-10.848, -7.076, -0.368], [10.228, 10.692, -0.230], [-1.047, 6.752, -5.891], [-3.256, -2.697, -0.695], [4.378, -4.020, 6.568], [0.292, -0.142, -0.411], [1.226, -0.392, 0.692], [-1.533, 0.259, -0.356], [-1.933, -1.872, 0.049], [0.655, -0.448, 1.522], [1.333, 2.383, -1.569], [-0.126, -0.298, -0.616], [0.112, 0.063, -0.218], [0.254, 0.511, 0.814], [-0.116, 0.035, 0.289], [-0.110, 1.899, -0.251], [0.656, -1.364, 0.338], [-0.377, -0.205, 0.417], [-1.200, 3.150, 1.752], [0.672, -3.157, -1.697], [0.146, -0.314, -0.099], [-0.552, -0.901, -0.653], [0.147, 0.573, 0.067], [-0.334, 0.015, -0.195], [1.597, 2.331, -3.761], [-1.004, -2.124, 4.205], [0.016, 0.792, 0.028], [0.559, -1.016, -0.018], [-0.632, -0.360, -0.798]], "lowdin_charge": [-0.157, -0.144, -0.236, -0.172, 0.037, -0.663, -0.081, -0.046, 0.116, 0.114, 0.102, 0.099, 0.087, 0.136, 0.045, 0.045, 0.117, -0.159, 0.002, -0.089, -0.024, 0.091, 0.034, -0.010, -0.039, -0.009, -0.007, -0.010, -0.034, 0.019, -0.087, 0.032, 0.060, -0.096, 0.057, -0.034, -0.024, 0.014, 0.004, -0.094, 0.043, -0.067, -0.018, 0.065, 0.076, -0.092], "energy_ev": -32709.6331, "relative_energy_kj_mol": 638.2, "spin_multiplicity": 1, "orbital_gap_ev": 8.564, "charge": -1}

=====

{"formula": "C9H24ClI2IrN2P2", "method": "the ωB97M-V functional and the def2-TZVPD basis", "symbols": ["I", "I", "Ir", "P", "C", "C", "H", "H", "H", "H", "H", "H", "C", "H", "H", "H", "P", "C", "C", "H", "H", "H", "C", "H", "H", "H", "H", "H", "H", "Cl", "C", "N", "C", "C", "N", "H", "H", "H", "H", "H", "H"], "coordinates": [[0.120, 1.144, 2.870], [0.072, -1.309, 2.392], [0.162, 0.322, -2.416], [-1.552, -0.004, -0.930], [-2.486, 0.008, 0.633], [-2.200, 1.512, -1.733], [-3.250, 1.345, -1.974], [-3.230, -1.496, -1.874], [-1.611, 1.799, -2.645], [-1.557, -1.839, -2.546], [-2.245, 0.925, 1.176], [-2.089, 2.309, -0.990], [-2.155, -1.581, -1.649], [-3.574, -0.101, 0.464], [-2.021, -2.367, -0.887], [-2.172, -0.855, 1.242], [1.627, 0.010, -0.849], [2.656, 0.060, 0.641], [2.203, -1.568, -1.603], [1.615, 1.817, -2.648], [3.249, 1.379, -1.971], [2.083, 2.341, -1.000], [2.200, 1.533, -1.726], [1.592, -1.813, -2.497], [3.276, -1.502, -1.827], [3.750, -0.012, 0.444], [2.354, -0.805, 1.263], [2.059, -2.352, -0.847], [2.395, 0.999, 1.155], [-0.449, -0.120, -4.550], [0.182, 1.484, 6.682], [0.017, 0.172, 6.022], [-0.082, -1.159, 6.662], [-0.365, -0.016, 4.673], [-0.775, -1.184, 4.348], [0.227, 1.349, 7.767], [-0.648, 2.166, 6.433], [1.084, 2.023, 6.354], [-1.025, -1.650, 6.335], [0.671, -1.845, 6.272], [-0.080, -1.112, 7.736]], "forces_ev_per_a": [[0.404, 6.332, 1.059], [0.452, -6.483, -2.907], [-1.476, -0.298, 1.843], [-1.302, 0.032, -2.828], [0.807, -0.255, 0.962], [-0.502, 0.059, -0.095], [-0.102, 0.348, -0.126], [0.314, -0.133, -0.061], [-0.852, -0.195, 0.734], [-0.636, 0.124, 0.499], [-0.430, -0.099, 0.003], [-0.206, 0.003, -0.180], [-0.051, -0.044, 0.064], [0.611, 0.301, -0.415], [-0.057, 0.167, -0.267], [-0.464, 0.454, -0.326], [2.487, -1.049, -2.144], [-0.688, 0.131, 1.089], [0.268, -0.137, 0.435], [0.463, 0.086, 0.203], [-0.010, 0.301, -0.404], [0.170, 0.103, -0.231], [0.620, -0.032, 0.546], [0.651, 0.100, 0.504], [-0.219, -0.171, -0.146], [-0.896, 0.188, -0.312], [0.556, 0.582, -0.238], [0.107, -0.010, -0.181], [0.576, -0.376, 0.088], [0.171, 0.125, -0.067], [0.137, 0.199, -0.043], [-1.777, -0.569, -2.305], [-0.251, -0.055, 0.617], [0.524, -0.524, 3.478], [-0.266, 0.839, 0.558], [0.012, -0.145, -0.324], [0.015, -0.557, 0.016], [-0.019, -0.548, 0.019], [0.275, 0.533, 0.254], [0.291, 0.354, 0.250], [0.293, 0.318, 0.379]], "lowdin_charge": [0.951, 0.983, 0.389, 0.665, -0.315, -0.278, 0.066, 0.072, 0.014, 0.010, -0.010, 0.053, -0.245, 0.094, 0.056, -0.064, 0.589, -0.322, -0.243, 0.034, 0.072, 0.054, -0.278, 0.033, 0.067, 0.098, -0.059, 0.050, -0.016, -0.057, 0.014, -0.080, -0.002, -0.794, -0.283, 0.113, 0.116, 0.112, 0.120, 0.113, 0.107], "energy_ev": -62818.0405, "relative_energy_kj_mol": 99.0, "spin_multiplicity": 5, "orbital_gap_ev": [6.800, 3.941], "charge": 2}

=====

{"formula": "C2H2N6", "method": "the ωB97M-V functional and the def2-TZVPD basis", "symbols": ["H", "N", "C", "N", "N", "C", "N", "N", "N", "H"], "coordinates": [[-1.727, -0.884, -1.720], [-1.649, -1.308, -0.653], [-0.531, -0.913, -0.271], [0.608, -0.408, -1.106], [1.074, 0.706, -1.026], [0.307, 1.549, -0.239], [-0.180, 1.227, 0.930], [0.442, 0.013, 1.608], [0.175, -1.014, 1.025], [-0.212, 2.560, -0.664]], "forces_ev_per_a": [[0.038, -1.742, 3.096], [0.012, 1.622, -2.765], [2.288, 1.678, 0.079], [-0.678, -3.380, -0.744], [0.371, 1.912, -0.466], [-3.621, 2.379, 2.103], [2.066, 0.104, -0.156], [-1.328, 2.188, -1.690], [-1.049, -2.297, -0.103], [1.901, -2.463, 0.647]], "lowdin_charge": [0.147, 0.156, -0.475, 0.071, 0.029, -0.232, 0.055, 0.045, 0.044, 0.162], "energy_ev": -11040.7037, "relative_energy_kj_mol": 308.9, "spin_multiplicity": 1, "orbital_gap_ev": 8.268, "smiles": "[H]/N=c1\\nncnnn1"}

=====

{"formula": "C9H9O2P", "method": "the ωB97M-V functional and the def2-TZVPD basis", "symbols": ["C", "C", "C", "C", "C", "C", "C", "C", "C", "O", "O", "P", "H", "H", "H", "H", "H", "H", "H", "H", "H"], "coordinates": [[2.931, 0.470, -0.082], [2.551, -0.020, -1.389], [1.959, 0.940, 0.785], [1.158, -0.155, -1.668], [0.599, 0.815, 0.527], [0.284, 0.300, -0.713], [-0.407, 1.149, 1.614], [-1.734, 1.029, 1.387], [-1.893, -2.018, -0.172], [-3.030, 1.696, -0.868], [-2.772, -0.868, -0.437], [-2.202, 0.648, -0.305], [4.003, 0.718, 0.045], [3.266, -0.441, -2.013], [2.201, 1.102, 1.793], [0.834, -0.664, -2.641], [0.049, 1.134, 2.549], [-2.577, 1.221, 2.015], [-2.559, -2.698, -0.431], [-1.570, -2.082, 0.874], [-1.091, -2.277, -0.871]], "forces_ev_per_a": [[0.274, 0.697, -2.932], [-2.237, 0.537, 3.221], [-0.166, -1.327, 0.159], [1.010, -0.561, -1.158], [0.380, 0.038, -0.356], [-4.333, 0.846, 0.657], [-1.202, -1.817, -2.547], [1.575, -0.063, -0.752], [1.317, 2.316, 0.597], [-0.674, 0.301, -0.839], [1.526, 1.172, 0.141], [3.367, -1.727, -0.219], [-0.755, -0.623, 0.427], [1.197, -0.385, -1.217], [0.748, 0.949, 1.234], [0.356, 0.984, 1.544], [0.403, 0.901, 1.812], [-0.015, 0.052, 0.794], [-2.982, -3.852, -0.230], [-0.117, 0.188, -0.347], [0.330, 1.373, 0.010]], "lowdin_charge": [-0.066, -0.057, -0.071, -0.104, -0.273, -0.055, -0.065, -0.145, -0.081, -0.292, -0.285, 0.725, 0.109, 0.069, 0.091, 0.124, 0.084, 0.076, 0.028, 0.101, 0.089], "energy_ev": -22860.1047, "relative_energy_kj_mol": 185.7, "spin_multiplicity": 1, "orbital_gap_ev": 8.890}

=====

{"formula": "C3H10NO2S", "method": "the ωB97M-V functional and the def2-TZVPD basis", "symbols": ["C", "O", "C", "C", "S", "N", "H", "H", "H", "H", "H", "H", "H", "H", "H", "H", "O"], "coordinates": [[0.029, 1.157, 0.101], [0.023, 1.387, 1.437], [-0.148, -0.353, -0.250], [-0.323, -0.576, -1.696], [-0.400, -2.385, -2.152], [-1.290, -0.901, 0.505], [-0.770, 1.617, -0.538], [1.029, 1.420, -0.307], [0.751, -0.865, 0.102], [0.567, -0.183, -2.202], [-1.172, -0.089, -2.174], [-1.234, -2.688, -1.141], [-2.103, -0.332, 0.272], [-1.169, -0.538, 1.445], [2.828, 1.352, 2.075], [1.244, 1.134, 1.999], [2.139, 0.844, 2.524]], "forces_ev_per_a": [[0.694, -0.811, -0.199], [-1.071, 0.301, -0.398], [-0.417, 0.246, 1.584], [0.642, -0.784, -1.518], [-0.068, 0.575, 0.154], [-0.294, 0.169, 0.050], [0.127, 0.606, 0.480], [-0.160, 0.267, -0.549], [-0.046, -0.137, -0.032], [-0.080, -0.157, -0.080], [-0.228, 0.097, 0.384], [0.107, 0.018, -0.044], [-0.173, -0.058, -0.582], [0.577, -0.157, 0.434], [-0.088, -0.169, 0.224], [0.046, -0.319, 0.452], [0.433, 0.313, -0.361]], "lowdin_charge": [-0.410, -0.281, -0.508, -0.539, 0.611, 0.013, 0.099, 0.100, 0.134, 0.070, 0.061, -0.172, 0.065, 0.056, -0.028, -0.054, -0.219], "energy_ev": -19694.0773, "relative_energy_kj_mol": 0.0, "spin_multiplicity": 1, "orbital_gap_ev": 7.164, "charge": -1}

=====

What did the fourth record say?
{"formula": "C2H2N6", "method": "the ωB97M-V functional and the def2-TZVPD basis", "symbols": ["H", "N", "C", "N", "N", "C", "N", "N", "N", "H"], "coordinates": [[-1.727, -0.884, -1.720], [-1.649, -1.308, -0.653], [-0.531, -0.913, -0.271], [0.608, -0.408, -1.106], [1.074, 0.706, -1.026], [0.307, 1.549, -0.239], [-0.180, 1.227, 0.930], [0.442, 0.013, 1.608], [0.175, -1.014, 1.025], [-0.212, 2.560, -0.664]], "forces_ev_per_a": [[0.038, -1.742, 3.096], [0.012, 1.622, -2.765], [2.288, 1.678, 0.079], [-0.678, -3.380, -0.744], [0.371, 1.912, -0.466], [-3.621, 2.379, 2.103], [2.066, 0.104, -0.156], [-1.328, 2.188, -1.690], [-1.049, -2.297, -0.103], [1.901, -2.463, 0.647]], "lowdin_charge": [0.147, 0.156, -0.475, 0.071, 0.029, -0.232, 0.055, 0.045, 0.044, 0.162], "energy_ev": -11040.7037, "relative_energy_kj_mol": 308.9, "spin_multiplicity": 1, "orbital_gap_ev": 8.268, "smiles": "[H]/N=c1\\nncnnn1"}